[1]
This record from the Open Molecules 2025 dataset describes a molecular structure, C22H66BeNO25 in a non-equilibrium geometry. The level of theory is wB97M-V/def2-TZVPD.

As for the charge: +1. For the HOMO energy, the calculation gives -9.139 eV. The value obtained for the electronic energy is -2827.69704 Ha. The strongest force on any atom comes out at 5.7 eV Å⁻¹.

CARTESIAN COORDINATES (ANGSTROEM)
Be: 0.74 -0.02 -0.20
N: 1.52 4.82 2.54
O: 2.07 3.76 2.21
O: 1.66 5.29 3.66
O: 0.74 5.23 1.77
C: 0.22 3.29 -1.03
C: -0.84 2.99 0.02
O: -1.19 1.62 -0.22
O: 1.34 2.38 -1.03
H: 0.51 4.33 -0.88
H: -0.27 3.25 -2.00
H: -1.68 3.67 -0.10
H: -0.45 3.06 1.04
H: -2.13 1.53 -0.37
H: 2.01 2.69 -1.65
C: -2.83 -1.48 2.99
C: -2.48 -0.25 2.09
O: -1.06 -0.13 1.91
O: -2.71 -1.17 4.30
H: -2.31 -2.40 2.74
H: -3.89 -1.73 2.89
H: -2.95 0.68 2.42
H: -2.84 -0.49 1.08
H: -0.66 -0.23 2.78
H: -3.42 -1.65 4.74
C: -4.44 0.95 -1.88
C: -5.48 1.81 -2.57
O: -6.65 1.89 -1.73
O: -3.94 1.47 -0.61
H: -3.63 0.75 -2.58
H: -4.81 -0.05 -1.66
H: -5.69 1.34 -3.53
H: -5.12 2.83 -2.70
H: -7.02 1.01 -1.58
H: -4.63 1.40 0.06
C: -2.86 -6.01 -1.12
C: -2.77 -4.78 -0.20
O: -2.12 -3.91 -1.01
O: -1.53 -6.53 -1.51
H: -3.51 -5.72 -1.95
H: -3.39 -6.83 -0.64
H: -2.21 -4.98 0.71
H: -3.72 -4.31 0.06
H: -1.52 -4.48 -1.50
H: -1.21 -7.26 -0.98
C: 1.94 -3.30 -0.69
C: 2.00 -3.06 0.83
O: 0.81 -2.23 1.06
O: 2.08 -2.05 -1.30
H: 0.96 -3.61 -1.05
H: 2.71 -4.03 -0.94
H: 2.85 -2.42 1.07
H: 2.05 -4.03 1.33
H: 0.61 -2.44 1.97
H: 2.34 -2.36 -2.17
C: -0.46 -4.86 2.95
C: 0.21 -5.87 3.84
O: -0.23 -5.89 5.18
O: -0.03 -3.55 3.22
H: -1.54 -4.85 3.06
H: -0.18 -5.01 1.91
H: 1.28 -5.70 3.78
H: 0.01 -6.87 3.45
H: -0.23 -4.99 5.53
H: -0.33 -3.29 4.10
C: 1.12 1.92 -5.92
C: 2.10 0.82 -5.63
O: 3.23 1.38 -5.01
O: 0.89 2.65 -4.69
H: 0.23 1.54 -6.42
H: 1.57 2.66 -6.57
H: 2.46 0.42 -6.58
H: 1.59 0.08 -5.02
H: 3.90 0.69 -4.94
H: 0.36 3.42 -4.86
C: -1.39 -1.17 -2.60
C: -0.81 0.12 -3.09
O: 0.54 0.34 -2.75
O: -1.27 -1.31 -1.16
H: -0.85 -2.02 -3.02
H: -2.43 -1.28 -2.92
H: -1.35 0.97 -2.68
H: -0.96 0.12 -4.17
H: 0.87 1.08 -3.26
H: -1.63 -2.19 -1.03
C: -0.25 1.59 5.62
C: -0.69 2.63 4.52
O: -2.08 2.44 4.21
O: -0.20 0.31 4.97
H: -0.94 1.41 6.44
H: 0.70 1.77 6.13
H: -0.20 2.44 3.56
H: -0.40 3.66 4.74
H: -2.58 3.12 3.76
H: -1.07 -0.09 4.90
C: 4.59 3.95 -2.37
C: 4.37 5.00 -1.33
O: 5.56 5.77 -1.17
O: 3.36 3.28 -2.68
H: 5.21 3.22 -1.84
H: 5.10 4.29 -3.27
H: 3.97 4.59 -0.39
H: 3.63 5.65 -1.79
H: 5.31 6.45 -0.53
H: 3.53 2.83 -3.51
C: 4.04 0.93 0.51
C: 3.35 0.66 1.89
O: 1.99 1.06 1.96
O: 3.33 0.24 -0.54
H: 5.06 0.56 0.61
H: 4.13 1.99 0.26
H: 3.83 1.32 2.61
H: 3.41 -0.41 2.08
H: 2.03 1.99 2.17
H: 4.00 -0.18 -1.08



[2]
This record from the Open Molecules 2025 dataset describes a molecular structure, C4H7O3Yb in a non-equilibrium geometry. The level of theory is wB97M-V/def2-TZVPD.

As for the expectation value of S²: 2.010. As for the charge: +3. For the HOMO energy (spin up / spin down), the calculation gives -21.175 / -22.620 eV. As for the spin multiplicity: 3. The value obtained for the electronic energy is -1539.69770 Ha. The strongest force on any atom comes out at 3.4 eV Å⁻¹.

CARTESIAN COORDINATES (ANGSTROEM)
H: 1.71 1.73 -0.82
Yb: 1.58 0.59 4.34
O: 1.89 0.18 1.98
C: 1.82 0.61 0.84
O: 2.11 -0.06 -0.20
C: 2.03 0.73 -1.41
H: 1.34 0.24 -2.09
H: 3.04 0.85 -1.81
O: -1.06 0.60 0.48
C: -1.42 -0.47 0.02
C: -2.84 -0.85 -0.22
H: -0.67 -1.24 -0.23
H: -3.53 -0.05 0.08
H: -2.96 -1.09 -1.29
H: -3.05 -1.77 0.33



[3]
This record from the Open Molecules 2025 dataset describes C19H13ClFNO2S in the gas phase in a non-equilibrium geometry. The level of theory is wB97M-V/def2-TZVPD.

The SMILES is O=S1(=O)c2ccccc2N(Cc2ccc(Cl)cc2F)c2ccccc21. As for the charge: 0. For the HOMO energy, the calculation gives -8.673 eV. The value obtained for the electronic energy is -1895.27466 Ha. The strongest force on any atom comes out at 3.8 eV Å⁻¹.

CARTESIAN COORDINATES (ANGSTROEM)
O: 0.25 0.75 -3.68
O: 0.35 2.05 -1.66
F: 1.33 -1.02 3.52
Cl: 3.62 3.57 2.92
C: -4.30 -0.14 -0.93
C: 2.38 -2.77 -0.44
C: -4.09 0.60 -2.09
C: 2.93 -2.09 -1.52
C: 1.42 2.65 1.59
C: 2.33 1.11 3.15
C: -3.22 -0.63 -0.19
C: 1.14 -2.32 0.11
C: 0.36 1.75 1.35
C: -2.78 0.86 -2.49
C: 2.23 -1.04 -2.08
C: 1.32 0.17 2.87
C: 2.42 2.38 2.51
C: -1.89 -0.43 -0.58
C: 0.43 -1.23 -0.44
C: 0.29 0.49 1.96
C: -1.69 0.34 -1.74
C: 0.98 -0.61 -1.54
N: -0.79 -0.85 0.18
C: -0.77 -0.54 1.64
S: 0.00 0.73 -2.23
H: -5.24 -0.36 -0.54
H: 2.87 -3.64 -0.04
H: -4.97 0.92 -2.66
H: 3.88 -2.42 -1.94
H: 1.43 3.58 1.04
H: 3.11 0.88 3.80
H: -3.37 -1.21 0.72
H: 0.77 -2.87 0.95
H: -0.41 2.04 0.65
H: -2.57 1.39 -3.40
H: 2.63 -0.49 -2.95
H: -0.60 -1.45 2.24
H: -1.75 -0.18 1.94



[4]
This record from the Open Molecules 2025 dataset describes a molecular structure, C2H8BOPSn. The level of theory is wB97M-V/def2-TZVPD.

As for the charge: +2. For the HOMO energy, the calculation gives -18.828 eV. The value obtained for the electronic energy is -736.08492 Ha. The strongest force on any atom comes out at 0.5 eV Å⁻¹.

CARTESIAN COORDINATES (ANGSTROEM)
C: -1.27 -0.19 -1.03
B: -0.43 -0.26 0.26
C: -0.63 -1.14 1.49
P: 1.11 1.01 0.23
O: 1.79 1.14 -1.22
H: -2.24 -0.65 -0.89
H: -0.75 -0.70 -1.84
H: -1.41 0.84 -1.39
H: 0.04 -2.01 1.46
H: -1.64 -1.52 1.50
H: -0.44 -0.64 2.44
H: 0.64 2.29 0.51
H: 2.14 0.76 1.13
Sn: 3.11 1.06 -2.64



[5]
This record from the Open Molecules 2025 dataset describes a molecular structure, C43H69N3O4S3SbSeTi. The level of theory is wB97M-V/def2-TZVPD.

As for the expectation value of S²: 0.755. As for the charge: -2. For the HOMO energy (spin up / spin down), the calculation gives -0.771 / -0.770 eV. As for the spin multiplicity: 2. The value obtained for the electronic energy is -6831.10430 Ha. The strongest force on any atom comes out at 0.5 eV Å⁻¹.

CARTESIAN COORDINATES (ANGSTROEM)
Ti: -0.39 0.15 -0.36
C: 5.54 -4.55 -0.25
C: 4.42 -4.97 -1.20
C: 4.17 -6.47 -1.01
C: 4.87 -4.75 -2.65
C: 3.17 -4.14 -0.91
C: 3.20 -2.76 -1.08
C: 2.10 -1.99 -0.79
Se: 2.16 -0.10 -1.15
C: 1.56 -0.33 -2.98
C: 2.50 -0.40 -3.98
C: 2.14 -0.64 -5.31
C: 0.80 -0.90 -5.55
C: -0.18 -0.87 -4.56
C: 0.18 -0.46 -3.25
O: -0.73 -0.19 -2.34
C: -1.63 -1.21 -4.96
C: -2.52 -1.66 -3.79
C: -1.64 -2.37 -5.97
C: -2.28 0.02 -5.61
C: 3.22 -0.68 -6.39
C: 4.21 -1.81 -6.10
C: 2.63 -0.90 -7.79
C: 3.98 0.66 -6.41
C: 0.90 -2.53 -0.28
O: -0.10 -1.74 0.05
C: 0.83 -3.94 -0.17
C: 1.97 -4.69 -0.46
C: -0.42 -4.73 0.26
C: -1.68 -3.89 0.51
C: -0.77 -5.74 -0.84
C: -0.12 -5.48 1.57
H: 6.46 -5.10 -0.46
H: 5.75 -3.48 -0.33
H: 5.25 -4.73 0.79
H: 5.09 -7.02 -1.24
H: 3.89 -6.70 0.02
H: 3.39 -6.84 -1.67
H: 5.74 -5.36 -2.88
H: 4.07 -5.01 -3.34
H: 5.13 -3.70 -2.82
H: 4.10 -2.27 -1.43
H: 3.55 -0.26 -3.71
H: 0.49 -1.13 -6.56
H: -2.06 -2.49 -3.25
H: -2.70 -0.87 -3.08
H: -3.48 -2.00 -4.20
H: -1.14 -3.25 -5.54
H: -2.68 -2.65 -6.20
H: -1.15 -2.13 -6.91
H: -2.28 0.86 -4.92
H: -1.72 0.33 -6.50
H: -3.31 -0.19 -5.91
H: 3.69 -2.77 -6.08
H: 4.99 -1.85 -6.87
H: 4.69 -1.68 -5.13
H: 2.13 -1.87 -7.86
H: 1.91 -0.12 -8.04
H: 3.43 -0.88 -8.53
H: 4.48 0.84 -5.46
H: 4.74 0.66 -7.20
H: 3.29 1.49 -6.59
H: 1.91 -5.76 -0.34
H: -1.96 -3.31 -0.37
H: -2.50 -4.58 0.75
H: -1.55 -3.21 1.34
H: -1.01 -5.21 -1.77
H: 0.05 -6.42 -1.05
H: -1.64 -6.33 -0.54
H: 0.12 -4.77 2.37
H: -1.00 -6.06 1.88
H: 0.72 -6.16 1.46
S: 3.31 3.18 2.12
Sb: 1.79 1.61 2.87
S: 2.54 -0.53 2.20
S: -0.18 1.90 1.08
C: 1.47 4.81 -0.76
C: 1.98 3.46 -1.23
O: 1.08 2.82 -2.13
C: 1.21 3.25 -3.46
C: -0.06 2.93 -4.23
H: 2.12 5.17 0.04
H: 0.47 4.67 -0.33
H: 1.43 5.55 -1.56
H: 2.08 2.81 -0.36
H: 2.97 3.55 -1.70
H: 2.07 2.75 -3.93
H: 1.40 4.33 -3.50
H: -0.32 1.88 -4.08
H: 0.08 3.10 -5.30
H: -0.89 3.55 -3.88
C: -5.99 0.60 0.46
N: -4.80 -0.16 0.09
C: -4.51 -1.33 0.90
C: -3.72 0.50 -0.43
O: -2.58 0.12 -0.15
N: -3.97 1.60 -1.23
C: -2.78 2.39 -1.55
C: -4.80 1.37 -2.41
H: -6.66 -0.07 1.00
H: -6.53 0.98 -0.40
H: -5.75 1.44 1.11
H: -5.40 -1.95 0.96
H: -4.19 -1.06 1.91
H: -3.70 -1.90 0.44
H: -2.14 1.88 -2.27
H: -2.20 2.59 -0.65
H: -3.11 3.34 -1.98
H: -5.67 0.76 -2.18
H: -4.22 0.87 -3.20
H: -5.13 2.33 -2.80
N: -0.39 -1.41 3.07
C: -0.73 -2.02 4.24
C: -2.01 -2.56 4.45
C: -2.35 -3.14 5.66
C: -1.43 -3.23 6.69
C: -0.15 -2.70 6.49
C: 0.20 -2.11 5.29
H: -1.01 -1.49 2.29
H: 0.59 -1.27 2.82
H: -2.74 -2.51 3.65
H: -3.35 -3.55 5.79
H: -1.69 -3.69 7.64
H: 0.59 -2.75 7.28
H: 1.19 -1.69 5.14



[6]
This record from the Open Molecules 2025 dataset describes C4H4O2 in the gas phase. The level of theory is wB97M-V/def2-TZVPD.

The SMILES is C#C[C@@H](O)C=O. As for the charge: 0. For the HOMO energy, the calculation gives -10.354 eV. The value obtained for the electronic energy is -305.20584 Ha. The strongest force on any atom comes out at 0.5 eV Å⁻¹.

CARTESIAN COORDINATES (ANGSTROEM)
O: -1.07 -1.37 -0.05
C: -0.01 -0.56 0.36
C: 1.02 -0.47 -0.79
O: 0.74 -0.97 -1.85
C: -0.42 0.82 0.70
C: -0.72 1.96 0.93
H: -0.96 -1.45 -1.02
H: 0.46 -1.01 1.25
H: 1.97 0.07 -0.69
H: -1.00 2.97 1.14



[7]
This record from the Open Molecules 2025 dataset describes 24 unconnected molecules or ions with the total composition C14H71BrN4O26P in a non-equilibrium geometry. The level of theory is wB97M-V/def2-TZVPD.

As for the charge: +1. For the HOMO energy, the calculation gives -11.872 eV. The value obtained for the electronic energy is -5666.27265 Ha. The strongest force on any atom comes out at 3.5 eV Å⁻¹.

CARTESIAN COORDINATES (ANGSTROEM)
C: -1.21 2.52 1.71
C: -0.52 1.30 0.97
O: -0.30 1.59 -0.46
C: -0.54 0.46 -1.21
C: 0.49 -0.60 -1.34
C: 1.92 -0.59 -0.69
O: 2.06 -0.63 0.50
O: 2.97 -0.51 -1.58
C: 2.82 0.65 -2.46
C: 4.15 0.79 -3.34
N: 3.84 1.82 -4.38
C: 0.15 -1.76 -2.22
P: 1.38 -3.16 -2.53
N: 0.92 -3.92 -3.86
C: -1.14 -1.81 -2.85
N: -2.11 -0.81 -2.72
C: -3.36 -1.02 -3.48
Br: -3.45 0.22 -5.04
C: -4.68 -1.01 -2.58
C: -5.84 -0.08 -3.16
C: -1.82 0.29 -1.94
C: -2.84 1.46 -1.80
N: -3.55 1.46 -0.48
H: -2.31 2.34 1.81
H: -1.00 3.46 1.12
H: -0.81 2.65 2.75
H: 0.44 1.11 1.49
H: -1.13 0.35 1.07
H: 1.97 0.56 -3.19
H: 2.77 1.59 -1.84
H: 5.04 1.12 -2.71
H: 4.35 -0.18 -3.88
H: 2.96 1.54 -4.84
H: 3.72 2.72 -3.91
H: 1.42 -4.05 -1.41
H: 2.66 -2.60 -2.84
H: 0.77 -4.89 -3.55
H: -1.38 -2.70 -3.48
H: -3.32 -2.04 -3.94
H: -4.46 -0.67 -1.53
H: -5.15 -2.03 -2.50
H: -5.55 1.01 -3.19
H: -6.78 -0.13 -2.51
H: -6.16 -0.45 -4.17
H: -3.62 1.45 -2.59
H: -2.28 2.44 -1.88
H: -3.76 2.45 -0.30
H: -2.93 1.18 0.28
O: 7.44 1.29 -2.75
H: 7.96 0.65 -2.26
H: 7.96 1.44 -3.55
O: -0.09 1.24 -4.97
H: -0.23 2.13 -4.61
H: -0.54 0.66 -4.35
O: -0.77 -4.10 0.32
H: -0.03 -3.49 0.45
H: -0.56 -4.85 0.89
O: 0.32 -1.84 2.32
H: 1.06 -1.59 1.74
H: 0.47 -2.77 2.51
O: 2.19 1.57 2.40
H: 3.08 1.77 2.74
H: 2.34 0.90 1.72
O: -7.84 -1.08 -0.83
H: -7.27 -1.50 -0.17
H: -8.70 -1.48 -0.68
O: -3.47 4.50 2.47
H: -3.04 4.82 3.28
H: -4.41 4.48 2.71
O: 0.06 -6.20 -5.25
H: -0.62 -6.64 -5.78
H: -0.20 -5.26 -5.28
O: -2.05 6.35 5.04
H: -1.33 6.99 5.15
H: -1.81 5.62 5.63
O: -9.61 -3.18 -1.91
H: -10.39 -3.66 -2.21
H: -8.95 -3.36 -2.60
O: 4.68 1.38 4.03
H: 5.26 1.65 4.75
H: 4.25 0.58 4.36
O: -0.78 4.02 6.41
H: 0.09 4.24 6.76
H: -0.61 3.33 5.76
O: -3.66 -3.18 1.45
H: -2.92 -3.64 1.04
H: -4.29 -3.88 1.64
O: 2.23 3.24 -6.86
H: 2.79 2.84 -6.19
H: 1.36 2.85 -6.71
O: -8.83 -3.74 -4.92
H: -8.29 -4.45 -5.28
H: -8.88 -3.10 -5.63
O: 4.80 -1.48 5.09
H: 5.40 -1.96 5.66
H: 4.94 -1.86 4.22
O: 7.41 -2.55 4.60
H: 7.76 -3.09 3.88
H: 8.01 -1.79 4.63
O: -0.48 3.97 9.21
H: -0.94 3.70 8.41
H: -1.05 3.67 9.92
O: -3.33 -5.49 -0.25
H: -3.14 -6.41 -0.48
H: -2.46 -5.12 -0.05
O: 7.55 0.33 2.81
H: 6.88 -0.14 2.29
H: 7.25 1.25 2.79
O: 6.81 2.29 5.68
H: 7.53 2.92 5.79
H: 7.07 1.54 6.22
O: 6.98 -0.15 7.44
H: 6.49 -0.39 6.64
H: 6.42 -0.48 8.16
O: 0.76 4.44 -1.98
H: 1.32 4.73 -1.25
H: 0.32 3.65 -1.64



> Look up the strongest force on any atom of the fifth one.

0.5 eV Å⁻¹